{
  "formula": "C13H26I2NOP2Rh",
  "method": "the ωB97M-V functional and the def2-TZVPD basis",
  "homo_ev": [-14.0966, -15.1334],
  "orbital_gap_ev": [6.00, 5.24],
  "e_lumo_ev": [-8.10, -9.90],
  "total_charge": 2,
  "multiplicity": 5,
  "species": ["I", "I", "Rh", "P", "C", "C", "H", "H", "H", "H", "H", "H", "C", "H", "H", "H", "P", "C", "C", "H", "H", "H", "C", "H", "H", "H", "H", "H", "H", "C", "O", "C", "C", "C", "C", "C", "C", "N", "H", "H", "H", "H", "H", "H", "H", "H"],
  "positions_angstrom": [[-3.288, 0.648, -1.193], [2.143, 0.706, -0.620], [-0.569, 0.664, -1.031], [-0.535, -1.726, -1.250], [-0.773, -2.657, 0.295], [-1.837, -2.387, -2.341], [-1.620, -3.445, -2.558], [0.829, -3.450, -2.248], [-1.839, -1.808, -3.266], [1.215, -1.819, -2.893], [-1.689, -2.335, 0.780], [-2.815, -2.292, -1.859], [0.983, -2.391, -1.990], [-0.716, -3.702, 0.159], [1.824, -2.298, -1.285], [0.023, -2.409, 0.972], [-0.561, 3.014, -1.258], [-0.765, 3.921, 0.313], [0.960, 3.707, -1.997], [-1.865, 3.089, -3.274], [-1.649, 4.734, -2.581], [-2.838, 3.583, -1.867], [-1.858, 3.676, -2.351], [1.192, 3.140, -2.905], [0.800, 4.768, -2.252], [-0.756, 5.014, 0.144], [0.051, 3.656, 0.996], [1.801, 3.613, -1.298], [-1.722, 3.635, 0.767], [-0.809, 0.699, 0.722], [-0.964, 0.771, 1.992], [3.083, -0.466, 1.639], [2.116, -1.436, 0.814], [2.010, -2.496, 1.814], [1.182, -2.035, 2.740], [0.226, -1.140, 2.391], [-1.128, -1.292, 3.140], [0.743, -0.889, 0.691], [3.410, -0.837, 2.644], [2.541, 0.398, 1.972], [4.043, -0.177, 1.163], [2.861, -3.141, 2.099], [1.067, -2.506, 3.769], [-0.903, -1.457, 4.237], [-1.621, -2.228, 2.854], [-1.978, -0.615, 3.210]],
  "atomic_forces_ev_per_a": [[-0.1035, -0.0352, -0.4925], [-0.6545, 1.7333, -2.6548], [-0.7525, 0.5221, -3.3381], [-0.4194, -0.8958, 0.0288], [-0.5271, 0.0696, -0.5634], [0.2800, 0.0137, -0.1040], [-0.2248, 0.3573, 0.0305], [0.0422, 0.3254, 0.0966], [-0.0975, -0.1681, -0.0798], [0.0417, -0.1817, 0.0783], [-0.2736, -0.2209, -0.1972], [0.0859, -0.0989, -0.0553], [0.1879, -0.0187, 0.0561], [-0.5193, -1.3557, -0.5067], [-0.3291, -0.1276, -0.4977], [-0.6464, -1.2338, -0.6440], [0.3919, 1.2017, 0.4328], [-0.0420, 0.0647, -0.1040], [0.0025, -0.1477, -0.0088], [-0.0734, 0.2105, 0.0239], [-0.1079, -0.3931, 0.1233], [0.1537, 0.1209, -0.1210], [-0.0236, -0.2506, -0.0331], [0.0443, 0.2049, 0.0973], [0.0193, -0.4107, 0.1336], [0.0092, -0.5163, -0.0043], [-0.1881, 0.0590, -0.1119], [-0.2576, 0.0881, -0.2141], [0.2127, 0.0965, -0.0149], [-2.1073, 1.6481, 12.5609], [0.7999, 1.5875, -10.9530], [2.5224, -0.9164, 1.2052], [-2.8197, 1.2665, 3.1475], [3.9360, -0.5034, -0.9560], [-2.1601, -1.8830, 4.5681], [-0.3963, -0.2409, -2.0401], [0.1005, -0.7997, 1.5306], [3.9295, 0.2362, 4.9387], [-0.0994, -0.4402, -0.9791], [-0.5898, 0.3951, -0.3733], [-0.7633, -0.2746, -0.1041], [-0.6844, -0.0230, -0.5358], [0.4779, 0.5246, -1.3760], [0.3424, 0.0935, -1.1429], [0.5476, -0.2054, -0.1735], [0.7333, 0.5218, -0.6726]]
}